# 1
Computed, not measured: one molecule with the formula C4H6N2S, with ωB97M-V with the def2-TZVPD basis set.

Last column: Löwdin charge in e.
Element x y z (Å)
C  0.25  -1.80  -0.66  -0.026
C  -0.34  -0.48  -0.21  -0.435
N  -1.58  -0.22  -0.01  0.098
C  -1.61  1.12  0.44  -0.134
C  -0.39  1.68  0.45  -0.114
N  0.48  0.63  0.07  -0.463
S  2.15  0.74  -0.16  0.835
H  0.97  -2.18  0.08  0.081
H  -0.59  -2.41  -0.82  0.054
H  0.65  -1.64  -1.65  0.071
H  -2.57  1.50  0.70  0.088
H  0.04  2.60  0.68  0.082
H  2.53  0.45  1.08  -0.136

## Properties
LUMO level (eV): 0.60
Calculated total energy (Ha): -663.69613
HOMO-LUMO gap (eV): 9.58
Multiplicity: 1
Energy relative to the best compared isomer or geometry (same formula, charge and spin) (kcal/mol): 20.33
HOMO energy (eV): -8.9775
Structure (SMILES): Cc1nccn1S
Net charge: 0

---

# 2
Computed, not measured: one molecule with the formula C2H4N2S2, with ωB97M-V with the def2-TZVPD basis set.

Last column: Löwdin charge in e.
Element x y z (Å)
S  2.59  0.11  0.24  0.623
N  1.02  -0.10  0.11  -0.797
N  0.41  -1.17  -0.10  -0.006
C  -1.02  -1.03  -0.36  -0.484
S  -1.59  0.64  0.02  0.861
C  0.17  1.07  0.30  -0.517
H  -1.12  -1.25  -1.38  0.057
H  -1.44  -1.80  0.28  0.082
H  0.50  1.72  1.28  0.142
H  0.48  1.81  -0.39  0.039

## Properties
LUMO level (eV): -0.30
Calculated total energy (Ha): -984.39434
HOMO-LUMO gap (eV): 8.52
Multiplicity: 1
Energy relative to the best compared isomer or geometry (same formula, charge and spin) (kcal/mol): 75.65
HOMO energy (eV): -8.8257
Structure (SMILES): [S-][N+]1=NCSC1
Net charge: 0

---

# 3
Computed, not measured: C13H14Cl2N2ORhS3 as an isolated structure, with ωB97M-V with the def2-TZVPD basis set.

Last column: Löwdin charge in e.
Element x y z (Å)
Rh  -0.42  0.37  -0.69  0.349
S  1.54  -0.11  0.20  0.690
C  1.21  0.40  1.86  -0.657
C  1.85  -0.18  2.94  -0.035
C  1.56  0.28  4.22  -0.170
C  2.20  -0.34  5.35  -0.162
N  2.71  -0.86  6.23  0.204
C  0.64  1.32  4.41  -0.170
C  0.00  1.89  3.32  -0.028
C  0.29  1.44  2.04  -0.637
S  -0.43  2.15  0.60  0.720
C  0.31  1.77  5.73  -0.161
N  0.05  2.14  6.79  0.205
H  2.55  -0.99  2.80  0.133
H  -0.73  2.68  3.47  0.134
Cl  0.19  1.79  -5.57  0.615
C  -0.10  0.76  -4.21  -0.929
Cl  0.31  1.66  -2.67  0.564
H  0.56  -0.10  -4.23  0.039
H  -1.14  0.49  -4.13  0.036
C  -2.48  -1.26  3.47  -0.111
C  -2.43  -2.31  2.38  -0.369
S  -1.01  -2.04  1.32  1.010
O  -1.44  -0.68  0.67  -0.672
C  -1.26  -3.31  0.03  -0.370
C  -0.05  -4.23  -0.03  -0.124
H  -3.28  -1.50  4.17  0.092
H  -2.67  -0.27  3.05  0.079
H  -1.54  -1.22  4.03  0.080
H  -3.32  -2.31  1.74  0.107
H  -2.29  -3.32  2.78  0.109
H  -1.41  -2.74  -0.89  0.089
H  -2.18  -3.84  0.25  0.097
H  0.85  -3.69  -0.30  0.073
H  -0.23  -5.01  -0.78  0.089
H  0.12  -4.73  0.92  0.083

## Properties
LUMO level (eV): -5.17
Calculated total energy (Ha): -2913.72312
HOMO-LUMO gap (eV): 6.53
Multiplicity: 1
Energy relative to the best compared isomer or geometry (same formula, charge and spin) (kcal/mol): 3.54
HOMO energy (eV): -11.7087
Net charge: +1

---

# 4
Computed, not measured: a 2-piece molecular cluster, C4H12 overall, with ωB97M-V with the def2-TZVPD basis set.

Last column: Löwdin charge in e.
Element x y z (Å)
C  1.32  -1.63  0.76  -0.165
C  0.24  -1.93  -0.32  -0.162
H  1.69  -0.61  0.73  0.042
H  0.72  -1.76  1.67  0.061
H  2.27  -2.17  0.79  0.058
H  -0.68  -1.49  0.06  0.055
H  -0.02  -2.95  -0.58  0.060
H  0.56  -1.36  -1.19  0.046
C  -1.48  1.99  -0.32  -0.159
C  -0.06  1.48  -0.11  -0.176
H  -1.79  1.85  -1.36  0.062
H  -2.20  1.40  0.24  0.060
H  -1.59  3.06  -0.16  0.057
H  0.10  0.93  0.81  0.049
H  0.61  2.34  -0.13  0.066
H  0.33  0.85  -0.91  0.046

## Properties
LUMO level (eV): 1.16
Calculated total energy (Ha): -159.56568
HOMO-LUMO gap (eV): 12.66
Multiplicity: 1
Energy relative to the best compared isomer or geometry (same formula, charge and spin) (kcal/mol): 12.11
HOMO energy (eV): -11.5011
Structure (SMILES): CC.CC
Net charge: 0